(1)
Molecular formula: C4H13N2S
Method: DFT, ωB97M-V with the def2-TZVPD basis set

Structure (XYZ):
```
20
Properties=species:S:1:pos:R:3
N 2.435 1.625 2.443
C 1.322 1.977 1.560
C 0.100 1.119 1.823
N 0.250 -0.119 0.934
C -0.705 -0.309 -0.294
C -0.820 -1.693 -1.036
S -1.347 -1.454 -2.761
H 3.280 2.079 2.085
H 2.288 2.164 3.296
H 1.622 1.909 0.523
H 0.961 2.983 1.727
H -0.809 1.632 1.550
H 0.120 0.735 2.838
H -0.002 -0.942 1.484
H 1.217 -0.277 0.651
H -1.704 0.002 -0.040
H -0.124 0.294 -0.981
H -1.582 -2.181 -0.419
H 0.015 -2.392 -0.848
H -1.221 -0.074 -2.714
```

HOMO = -12.87 eV
Kohn-Sham gap = 0.356 hartree
net charge = +1
SMILES = NCC[NH2+]CCS

Results of the Mulliken charge analysis, in e, for atoms 1 through 6: -0.640, -0.763, -0.379, -0.237, -0.950, -0.509



(2)
Molecular formula: C9H18N3PS
Method: DFT, ωB97M-V with the def2-TZVPD basis set

Structure (XYZ):
```
32
Properties=species:S:1:pos:R:3
C -2.749 -0.124 -4.766
C -1.772 0.254 -3.855
C -3.207 -0.902 -2.822
C 0.920 0.119 4.215
C 2.193 0.473 -1.966
C 0.526 -1.366 -1.256
C -0.292 0.470 3.377
C 0.207 0.675 1.862
C -0.820 1.014 0.752
N -3.649 -0.883 -4.062
N -2.142 -0.151 -2.613
N 0.909 0.038 -1.306
P -0.244 1.158 -1.039
S 0.572 2.941 -1.365
H -2.852 0.040 -5.801
H -0.987 1.051 -3.924
H -3.626 -1.596 -2.019
H 1.691 -0.520 3.847
H 1.473 1.040 4.577
H 0.710 -0.114 5.258
H 2.072 0.355 -3.084
H 2.290 1.491 -1.681
H 2.991 -0.161 -1.658
H 1.313 -1.968 -0.986
H -0.348 -1.360 -0.649
H 0.235 -1.728 -2.251
H -0.820 1.449 3.667
H -1.287 -0.203 3.293
H 0.581 -0.313 1.692
H 1.002 1.540 1.805
H -1.190 2.103 0.701
H -1.674 0.300 0.843
```

HOMO = -7.37 eV
Kohn-Sham gap = 0.180 hartree
net charge = 0

Results of the Mulliken charge analysis, in e, for atoms 1 through 6: -0.519, -0.198, -0.201, -1.214, -0.892, -1.029



(3)
Molecular formula: C28H45N6PSSnTe
Method: DFT, ωB97M-V with the def2-TZVPD basis set

Structure (XYZ):
```
83
Properties=species:S:1:pos:R:3
Sn -0.232 -0.978 -0.622
C -5.077 -4.058 1.854
C -3.941 -3.255 2.356
N -3.597 -3.085 3.588
N -2.500 -2.283 3.547
C -2.146 -1.931 2.321
S -0.815 -0.914 1.936
N -3.057 -2.543 1.535
N -3.044 -2.473 0.145
H -5.604 -4.489 2.703
H -4.741 -4.873 1.211
H -5.782 -3.443 1.291
H -2.047 -2.023 4.412
H -2.868 -3.405 -0.219
H -3.971 -2.208 -0.177
C 2.798 -1.464 2.469
C 3.369 -1.862 1.130
C 4.442 -2.750 1.079
C 5.091 -3.023 -0.114
C 4.646 -2.442 -1.293
C 3.569 -1.566 -1.295
C 3.150 -0.869 -2.568
C 2.949 -1.287 -0.072
N 1.956 -0.215 -0.057
C 2.426 0.972 0.113
C 3.887 1.228 0.344
C 1.566 2.233 0.044
C 2.238 3.557 0.307
N 0.316 2.183 -0.247
C -0.374 3.348 -0.528
C -1.233 3.969 0.510
C -0.869 3.711 1.971
C -1.728 5.317 0.218
C -1.531 5.899 -0.989
C -0.830 5.190 -1.990
C -0.267 3.930 -1.797
C 0.516 3.286 -2.910
H 2.728 -2.324 3.133
H 1.816 -1.004 2.390
H 3.467 -0.749 2.957
H 4.795 -3.198 2.001
H 5.945 -3.688 -0.129
H 5.152 -2.658 -2.227
H 3.518 -1.404 -3.441
H 3.565 0.142 -2.616
H 2.063 -0.782 -2.656
H 4.475 0.321 0.343
H 4.037 1.732 1.303
H 4.288 1.892 -0.426
H 3.315 3.513 0.357
H 1.887 3.950 1.266
H 1.964 4.290 -0.451
H -0.526 2.692 2.137
H -1.707 3.912 2.639
H -0.074 4.403 2.254
H -2.212 5.853 1.027
H -1.882 6.905 -1.186
H -0.675 5.675 -2.951
H 0.026 3.457 -3.868
H 0.637 2.216 -2.765
H 1.511 3.732 -2.991
C -3.530 3.072 -1.886
Te -3.190 2.824 0.180
C -4.621 4.264 0.801
H -3.380 4.116 -2.154
H -4.569 2.793 -2.072
H -2.864 2.417 -2.440
H -5.595 3.776 0.737
H -4.583 5.126 0.142
H -4.424 4.535 1.837
C 1.703 -4.543 -1.261
P 0.169 -3.731 -0.758
C -0.993 -4.250 -2.081
C -0.269 -4.692 0.734
H 1.489 -5.610 -1.354
H 2.475 -4.391 -0.511
H 2.049 -4.162 -2.219
H -1.477 -5.193 -1.824
H -0.410 -4.414 -2.988
H -1.749 -3.499 -2.314
H -0.642 -5.674 0.442
H -1.004 -4.202 1.365
H 0.639 -4.824 1.324
```

HOMO = -18.06 eV
Kohn-Sham gap = 0.180 hartree
net charge = +4

Results of the Mulliken charge analysis, in e, for atoms 1 through 6: 0.478, -1.264, 0.977, -0.720, 0.345, 0.082



(4)
Molecular formula: C3H3N2O
Method: DFT, ωB97M-V with the def2-TZVPD basis set

Structure (XYZ):
```
9
Properties=species:S:1:pos:R:3
C 0.216 0.981 -0.656
C 0.937 0.422 0.426
O 0.441 -0.702 0.930
C -0.562 -1.276 0.414
N -1.657 -0.253 -0.356
N -1.022 0.680 -0.786
H 0.664 1.586 -1.436
H 1.759 0.830 1.036
H -0.775 -2.268 0.428
```

HOMO = -15.33 eV
Kohn-Sham gap = 0.304 hartree
net charge = +1
SMILES = C1=COC=[N+]=N1

Results of the Mulliken charge analysis, in e, for atoms 1 through 6: -0.198, 0.061, -0.106, 0.163, -0.216, 0.084



(5)
Molecular formula: C3H4BrNO
Method: DFT, ωB97M-V with the def2-TZVPD basis set

Structure (XYZ):
```
10
Properties=species:S:1:pos:R:3
C -2.043 1.636 0.217
C -2.965 0.938 0.066
C 0.216 -0.848 0.037
N 1.074 0.155 -0.022
O 0.853 1.350 -0.374
Br -4.286 -0.224 -0.005
H -1.406 2.287 0.672
H 0.524 -1.896 0.296
H -0.800 -0.553 -0.347
H 2.134 0.023 0.158
```

HOMO (alpha / beta) = -6.35 / -9.81 eV
expectation value of S² = 2.0073
Kohn-Sham gap (alpha / beta) = 0.261 / 0.308 hartree
2S+1 = 3
net charge = 0

Results of the Mulliken charge analysis, in e, for atoms 1 through 6: -0.017, -0.389, -0.416, 0.070, -0.395, -0.018



(6)
Molecular formula: C8H11F8NO4S
Method: DFT, ωB97M-V with the def2-TZVPD basis set

Structure (XYZ):
```
33
Properties=species:S:1:pos:R:3
C 6.242 2.205 -0.696
C 4.714 1.688 -0.369
C 4.097 0.209 -0.720
N 3.864 2.569 0.311
O 2.921 2.890 -0.592
S 1.341 2.737 0.030
O 1.111 1.400 0.775
O 0.329 2.713 -1.383
H 6.267 2.951 -1.625
H 6.585 2.850 0.242
H 7.027 1.343 -0.848
H 4.728 -0.423 -1.478
H 2.992 0.278 -1.145
H 3.990 -0.367 0.317
H 0.868 2.124 -2.016
C -4.048 -1.722 1.673
C -4.745 -0.949 0.543
C -4.684 -1.618 -0.825
F -3.417 -1.775 -1.267
F -5.321 -0.857 -1.758
F -4.253 0.318 0.500
F -6.064 -0.820 0.896
O -2.721 -1.301 1.998
C -1.688 -1.855 1.186
C -0.947 -0.797 0.358
F -1.793 -0.123 -0.464
F -0.006 -1.368 -0.439
F -2.201 -2.852 0.429
F -0.820 -2.451 2.048
H -4.624 -1.523 2.585
H -4.114 -2.808 1.541
H -5.172 -2.596 -0.811
H -0.455 -0.067 1.005
```

HOMO = -8.82 eV
Kohn-Sham gap = 0.297 hartree
net charge = 0

Results of the Mulliken charge analysis, in e, for atoms 1 through 6: -0.906, 0.684, -0.677, -0.565, -0.089, 0.535



Record order is preserved below.
F_max: 0.0628; 0.0811; 0.0104; 0.1290; 0.1703; 0.1222 hartree/bohr